Entry 1:
Formula: C20H28NO3
Source: the OMol25 dataset
Level of theory: ωB97M-V with the def2-TZVPD basis set

Each line ends with the Löwdin charge.
Cartesian coordinates (Å):
C1 -7.088 -0.747 -1.244  -0.103
C2 -6.090 -0.457 -0.131  -0.227
C3 -4.662 -0.754 -0.574  -0.214
O1 -3.801 -0.474 0.519  -0.037
C4 -2.484 -0.728 0.409  -0.283
C5 -1.843 -1.177 -0.746  -0.005
C6 -0.478 -1.392 -0.740  -0.012
C7 0.266 -1.170 0.408  -0.260
O2 1.644 -1.391 0.292  -0.122
C8 2.409 -1.484 1.487  -0.149
C9 3.799 -2.046 1.155  -0.153
O3 4.548 -1.211 0.293  -0.132
C10 4.424 -1.463 -1.097  -0.166
C11 4.051 -0.154 -1.810  -0.084
N1 3.032 0.522 -0.983  0.038
C12 2.299 1.658 -1.589  -0.076
C13 1.219 2.102 -0.636  -0.227
C14 -0.122 1.948 -0.961  -0.035
C15 -1.104 2.330 -0.063  -0.062
C16 -0.752 2.851 1.170  -0.063
C17 0.584 3.004 1.502  -0.062
C18 1.567 2.634 0.602  -0.046
C19 -0.356 -0.721 1.562  -0.010
C20 -1.718 -0.504 1.556  0.011
H1 -7.042 -1.793 -1.538  0.075
H2 -6.879 -0.135 -2.118  0.074
H3 -8.097 -0.531 -0.907  0.075
H4 -6.316 -1.068 0.744  0.117
H5 -6.154 0.590 0.168  0.115
H6 -4.570 -1.808 -0.865  0.136
H7 -4.395 -0.125 -1.435  0.132
H8 -2.396 -1.366 -1.651  0.112
H9 0.017 -1.750 -1.630  0.123
H10 2.507 -0.493 1.951  0.135
H11 1.921 -2.161 2.194  0.144
H12 3.700 -3.050 0.732  0.138
H13 4.369 -2.111 2.085  0.140
H14 5.379 -1.834 -1.483  0.139
H15 3.654 -2.218 -1.282  0.130
H16 3.645 -0.367 -2.800  0.141
H17 4.922 0.495 -1.913  0.142
H18 2.346 -0.217 -0.646  0.136
H19 3.505 0.833 -0.125  0.168
H20 1.861 1.327 -2.532  0.137
H21 3.005 2.468 -1.795  0.146
H22 -0.399 1.542 -1.921  0.118
H23 -2.143 2.221 -0.326  0.115
H24 -1.518 3.145 1.870  0.115
H25 0.861 3.419 2.458  0.111
H26 2.607 2.783 0.858  0.116
H27 0.199 -0.539 2.468  0.116
H28 -2.220 -0.161 2.446  0.130

The energy above the lowest of the compared OMol25 structures with the same formula, charge and spin is 21.1 kJ/mol. Its charge is +1. As for the gap between HOMO and LUMO: 0.319 hartree. The HOMO energy is -0.4014 Ha. The LUMO energy is -2.240 eV. The energy comes out at -28820.5275 eV. As for the multiplicity: 1. As for the maximum force: 0.71 eV Å⁻¹.


Entry 2:
Formula: C3H6DyO3
Source: the OMol25 dataset
Level of theory: ωB97M-V with the def2-TZVPD basis set

Each line ends with the Löwdin charge.
Cartesian coordinates (Å):
C1 -1.273 -0.958 0.838  0.099
C2 -0.300 -0.103 1.157  -0.145
O1 0.963 -0.355 0.611  -0.190
C3 2.013 0.190 1.196  -0.050
O2 2.737 0.499 0.128  -0.204
Dy1 2.294 -0.899 -1.889  1.949
H1 -2.197 -0.924 1.414  0.106
H2 -1.179 -1.626 -0.019  0.077
H3 -0.273 0.485 2.074  0.145
H4 2.920 1.507 0.140  0.205
H5 -2.241 0.018 -1.666  0.063
O3 -2.184 1.018 -1.841  -0.057
H6 -1.281 1.149 -2.144  0.001

Its charge is +2. As for the gap between HOMO and LUMO (alpha / beta): 0.271 / 0.237 hartree. The HOMO energy (alpha / beta) is -0.6308 / -0.6309 Ha. The LUMO energy (alpha / beta) is -9.800 / -10.717 eV. The energy comes out at -33411.3949 eV. As for the multiplicity: 7. As for the maximum force: 4.45 eV Å⁻¹.


Entry 3:
Formula: C45H28N5RuSe
Source: the OMol25 dataset
Level of theory: ωB97M-V with the def2-TZVPD basis set

Each line ends with the Löwdin charge.
Cartesian coordinates (Å):
Ru1 0.277 -0.090 0.015  1.483
C1 3.731 -3.801 -5.769  -0.086
C2 2.480 -4.277 -5.406  -0.076
C3 1.796 -3.708 -4.341  -0.032
C4 2.365 -2.658 -3.628  -0.216
C5 3.629 -2.196 -3.984  -0.020
C6 4.307 -2.762 -5.052  -0.075
C7 1.650 -1.980 -2.515  -0.045
C8 0.685 -1.026 -2.865  -0.219
C9 0.151 -0.799 -4.164  0.018
C10 -0.835 0.140 -4.035  0.017
C11 -0.857 0.537 -2.666  -0.227
N1 0.047 -0.198 -1.971  -0.051
C12 -1.593 1.631 -2.145  -0.052
C13 -1.286 2.274 -0.935  -0.233
C14 -1.841 3.511 -0.480  0.016
C15 -1.240 3.809 0.706  0.024
C16 -0.355 2.732 1.012  -0.222
C17 0.334 2.572 2.216  -0.045
C18 0.217 3.659 3.227  -0.219
C19 -0.783 3.546 4.192  -0.021
C20 -0.954 4.544 5.138  -0.071
C21 -0.123 5.656 5.133  -0.088
C22 0.877 5.767 4.179  -0.079
C23 1.046 4.773 3.225  -0.025
C24 0.980 1.394 2.608  -0.227
N2 0.905 0.211 1.891  -0.044
C25 1.357 -0.774 2.688  -0.249
C26 1.304 -2.189 2.318  -0.030
C27 0.715 -3.126 3.230  -0.154
C28 -0.141 -2.665 4.260  -0.016
C29 -0.796 -3.541 5.098  -0.074
C30 -0.621 -4.914 4.959  -0.081
C31 0.211 -5.392 3.954  -0.080
C32 0.857 -4.524 3.098  -0.017
C33 1.750 -2.542 0.980  -0.215
C34 2.559 -3.621 0.543  -0.017
C35 2.697 -3.495 -0.820  0.014
C36 1.955 -2.354 -1.207  -0.234
N3 1.410 -1.776 -0.073  -0.034
C37 1.808 -0.237 3.912  -0.020
C38 1.563 1.121 3.867  0.012
N4 -0.388 1.819 -0.014  -0.039
C39 -2.726 2.135 -2.960  -0.210
C40 -2.698 3.363 -3.613  -0.041
C41 -3.796 3.792 -4.343  -0.080
C42 -4.934 3.003 -4.421  -0.088
C43 -4.967 1.774 -3.776  -0.070
C44 -3.867 1.339 -3.055  -0.016
H1 4.258 -4.239 -6.606  0.102
H2 2.031 -5.093 -5.958  0.105
H3 0.821 -4.081 -4.053  0.126
H4 4.078 -1.387 -3.419  0.124
H5 5.285 -2.388 -5.326  0.104
H6 0.474 -1.297 -5.064  0.116
H7 -1.460 0.554 -4.810  0.118
H8 -2.599 4.081 -0.990  0.115
H9 -1.411 4.666 1.337  0.121
H10 -1.430 2.677 4.186  0.128
H11 -1.738 4.455 5.878  0.105
H12 -0.256 6.435 5.873  0.102
H13 1.525 6.634 4.178  0.103
H14 1.827 4.860 2.479  0.121
H15 -0.319 -1.604 4.368  0.112
H16 -1.459 -3.152 5.859  0.106
H17 -1.139 -5.602 5.614  0.102
H18 0.355 -6.459 3.834  0.104
H19 1.480 -4.930 2.316  0.085
H20 3.014 -4.368 1.171  0.102
H21 3.229 -4.147 -1.495  0.119
H22 2.239 -0.809 4.718  0.117
H23 1.773 1.857 4.627  0.118
H24 -1.806 3.976 -3.553  0.122
H25 -3.763 4.746 -4.854  0.103
H26 -5.794 3.344 -4.983  0.101
H27 -5.854 1.156 -3.831  0.105
H28 -3.888 0.387 -2.538  0.124
Se1 -4.020 0.539 1.455  0.526
C45 -2.629 -0.336 0.881  -1.007
N5 -1.684 -0.927 0.494  -0.071

The energy above the lowest of the compared OMol25 structures with the same formula, charge and spin is 11.9 kJ/mol. As for the gap between HOMO and LUMO (alpha / beta): 0.179 / 0.181 hartree. The HOMO energy (alpha / beta) is -0.2233 / -0.2765 Ha. The LUMO energy (alpha / beta) is -1.213 / -2.607 eV. The energy comes out at -122497.4259 eV. As for the multiplicity: 6. As for the maximum force: 0.74 eV Å⁻¹.


Entry 4:
Formula: C2H2N3O
Source: the OMol25 dataset
Level of theory: ωB97M-V with the def2-TZVPD basis set

Each line ends with the Löwdin charge.
Cartesian coordinates (Å):
N1 -2.620 0.717 -1.100  0.359
N2 -1.742 0.335 -0.497  0.009
C1 -0.557 0.382 0.082  -0.065
C2 0.510 -0.523 0.076  0.014
N3 1.698 -0.402 0.484  0.085
O1 2.842 -0.306 0.723  0.313
H1 -0.592 1.250 0.626  0.117
H2 0.461 -1.452 -0.395  0.168

The energy above the lowest of the compared OMol25 structures with the same formula, charge and spin is 437.3 kJ/mol. Its charge is +1. As for the gap between HOMO and LUMO: 0.256 hartree. The HOMO energy is -0.5264 Ha. The LUMO energy is -7.352 eV. The energy comes out at -8610.3222 eV. As for the multiplicity: 1. As for the maximum force: 3.98 eV Å⁻¹.


Entry 5:
Formula: C6H9N
Source: the OMol25 dataset
Level of theory: ωB97M-V with the def2-TZVPD basis set

Each line ends with the Löwdin charge.
Cartesian coordinates (Å):
C1 2.495 -0.250 0.150  -0.051
C2 1.026 0.028 0.103  -0.299
C3 -0.037 -0.746 -0.159  -0.009
C4 -1.285 0.008 -0.024  -0.400
C5 -2.632 -0.569 -0.338  -0.100
C6 -1.125 1.285 0.422  -0.012
N1 0.456 1.357 0.368  0.007
H1 2.933 -0.077 1.142  0.077
H2 2.674 -1.302 -0.095  0.081
H3 3.064 0.353 -0.569  0.076
H4 0.031 -1.799 -0.419  0.119
H5 -3.385 0.214 -0.216  0.067
H6 -2.882 -1.399 0.333  0.070
H7 -2.694 -0.942 -1.369  0.072
H8 0.475 1.958 -0.461  0.149
H9 0.885 1.881 1.131  0.152

The energy above the lowest of the compared OMol25 structures with the same formula, charge and spin is 330.6 kJ/mol. As for the gap between HOMO and LUMO: 0.312 hartree. The HOMO energy is -0.2881 Ha. The LUMO energy is 0.649 eV. The energy comes out at -7854.7328 eV. As for the multiplicity: 1. As for the maximum force: 0.56 eV Å⁻¹.


Entry 6:
Formula: C3H8NO2
Source: the OMol25 dataset
Level of theory: ωB97M-V with the def2-TZVPD basis set

Each line ends with the Löwdin charge.
Cartesian coordinates (Å):
C1 -1.098 -0.006 2.148  0.080
C2 -0.336 0.248 -0.046  -0.265
C3 1.220 0.232 -0.040  -0.113
N1 -0.808 -0.082 -1.409  0.236
O1 -1.220 0.080 0.854  0.016
O2 1.582 -0.591 -1.152  -0.052
H1 -0.102 0.304 2.537  0.113
H2 -2.010 -0.112 2.620  0.071
H3 1.438 -0.020 0.956  0.106
H4 1.554 1.246 -0.271  0.138
H5 -0.045 -0.739 -1.666  0.142
H6 -0.843 0.779 -1.971  0.179
H7 -1.806 -0.396 -1.557  0.211
H8 2.476 -0.940 -1.001  0.138

The energy above the lowest of the compared OMol25 structures with the same formula, charge and spin is 510.5 kJ/mol. Its charge is +1. As for the gap between HOMO and LUMO (alpha / beta): 0.324 / 0.312 hartree. The HOMO energy (alpha / beta) is -0.4544 / -0.4513 Ha. The LUMO energy (alpha / beta) is -3.553 / -3.784 eV. The energy comes out at -8814.6618 eV. As for the multiplicity: 1. As for the maximum force: 3.42 eV Å⁻¹.